Entry 1:
77
Properties=species:S:1:pos:R:3:forces:R:3 method="wB97M-V/def2-TZVPD" e_lumo_ev=0.3 fmax_ev_per_a=1.6 energy_ev=-73463.1471 orbital_gap_ev=9.0751 smiles="Fc1ccccc1.Fc1ccccc1.Fc1ccccc1.CNC(C)=O.CNC(C)=O.CNC(C)=O.ClCCl" mol_weight_g_mol=592.53 e_homo_ev=-8.7 total_charge=0
C 0.682176 -1.065171 -4.335905 0.626 -0.231 1.014
C -2.135410 -2.627523 -0.799383 1.064 -0.041 -0.819
H 2.708091 5.132230 1.774751 -0.262 -0.172 0.210
C -0.725954 2.435586 3.573599 -1.504 0.291 -0.096
H 1.205162 1.073553 -4.125777 0.063 -0.375 0.492
H 3.280572 2.604833 0.423145 0.263 -0.100 0.421
H -2.193130 -4.214501 -2.310968 0.100 -0.039 0.062
H -0.627855 4.422617 4.352746 -0.237 0.136 0.003
Cl 0.140476 1.189097 0.561788 -0.122 -0.288 -0.412
H -3.797483 1.996121 5.921076 0.001 0.216 0.034
O 0.979850 -1.495638 -3.228732 -0.177 -0.045 -0.121
C -6.009766 1.838919 0.729187 -1.155 0.150 -0.612
H -0.653702 -3.663077 -5.251662 0.023 0.108 0.088
C 0.383385 -3.324284 -5.342762 -0.104 -1.145 -0.394
C 0.837801 0.271781 -0.792156 0.868 0.670 0.311
F 3.713894 -1.543857 0.787866 -0.187 0.141 -0.123
H -0.592405 -3.435444 -2.159534 0.089 0.128 0.334
H -3.754066 -3.804056 1.755302 0.353 -0.070 -0.027
N 0.479645 -1.894572 -5.384892 0.076 0.490 -0.441
O 3.141601 3.298426 3.492879 0.244 0.439 -0.277
C 4.447964 1.528423 2.528572 -0.833 1.145 -0.323
C 4.383247 -3.445772 -2.243357 -0.013 0.389 0.005
N -3.144855 -3.239772 -0.177858 -0.300 -0.340 0.959
F -5.488631 -0.456436 0.374793 -0.155 0.007 0.422
H 0.761344 -3.733015 -6.283520 -0.089 0.149 -0.036
H 3.804664 -3.695449 -3.124251 0.334 -0.164 -0.182
C -3.752805 1.126367 0.530243 0.789 -1.173 -0.243
C -5.092521 0.812878 0.598355 0.272 1.062 -0.425
H -1.235889 0.484866 2.852697 0.103 -0.165 0.224
O -1.606853 -1.596516 -0.412481 -0.053 0.067 0.396
H 0.957848 -3.850145 -4.582122 0.109 0.661 0.335
H 7.191251 -3.999176 -0.511073 0.222 0.394 -0.051
Cl 2.603535 0.688709 -0.861364 -0.397 -0.350 -0.408
H 0.107279 2.577704 2.901308 0.128 0.008 0.118
C -5.596684 3.149346 0.604129 1.482 0.499 0.055
H 2.663721 -2.428255 -1.540651 0.030 0.226 0.235
H -3.967787 4.507169 0.351665 0.296 -0.063 0.015
C 4.342244 -2.238311 -0.175103 0.189 -0.773 0.233
H 0.709051 -0.789813 -0.645033 0.000 -0.002 0.094
C 2.381591 4.378533 1.055371 -0.047 0.634 0.606
H -7.087760 1.712019 0.727318 0.138 -0.599 0.221
H -2.255747 2.690412 0.484207 0.070 -0.338 -0.180
F -2.671473 4.364026 5.974481 0.013 -0.030 -0.134
C 3.694388 -2.670130 -1.311643 -0.275 0.103 -0.272
C 3.562596 2.785500 2.466663 -0.253 -1.108 0.754
C -2.499049 1.072547 4.493240 -0.433 0.442 -1.290
C 0.462896 0.412557 -4.565371 0.095 -0.209 -0.951
H -0.527957 0.616336 -4.159624 -0.003 0.303 -0.135
H 6.234851 -4.351543 -2.829904 0.119 -0.314 0.219
H 1.324569 4.157667 1.217001 -0.043 0.076 0.046
H -1.936266 -2.567255 -2.872632 0.155 -0.093 -0.114
H 6.119360 -2.486600 1.038179 -0.276 0.229 0.099
H -4.661373 -2.519951 1.024723 0.173 0.213 0.245
H 5.482715 1.854227 2.614809 0.101 -0.201 -0.194
C -1.473726 1.259650 3.570514 0.665 -0.152 0.272
C -3.306008 2.433704 0.486391 -0.296 0.806 0.056
H -3.034938 0.317713 0.401120 -0.046 0.019 0.158
H -3.065366 0.152631 4.419572 -0.006 -0.027 0.367
H 0.510961 0.633236 -5.636056 -0.432 0.069 0.059
N 3.208998 3.206309 1.231129 0.048 0.583 -0.913
C -4.230411 3.462418 0.445264 -1.210 -0.158 0.534
C -2.275519 3.338279 5.189311 -0.119 -0.213 -0.305
C 5.703456 -3.838808 -2.043041 -0.762 0.513 0.633
H 2.488848 4.888364 0.097897 0.194 -0.603 -0.284
H 0.382834 -1.491348 -6.300457 -0.132 0.160 0.101
H -6.300454 3.969495 0.635263 -0.203 -0.149 -0.018
C -2.960374 2.139965 5.250684 0.164 -0.447 0.545
H -3.051046 -2.171691 1.678697 0.289 0.042 -0.289
C 6.266810 -3.513180 -0.798187 0.144 -0.480 -0.883
C 5.619441 -2.685346 0.099708 0.488 -0.401 0.159
C -1.664249 -3.284645 -2.092994 -0.896 0.283 -0.277
C -3.645374 -2.904819 1.147690 -1.130 -0.060 -0.237
H 4.236010 0.963727 1.622776 0.461 -0.386 0.119
H -3.587769 -4.032169 -0.603696 0.223 -0.094 -0.183
H 4.159777 0.999263 3.429578 0.038 -0.202 -0.038
H 0.455194 0.602381 -1.743706 -0.371 0.000 0.094
C -1.209441 3.508688 4.330209 1.222 -0.050 0.341

Entry 2:
69
Properties=species:S:1:pos:R:3:forces:R:3 method="wB97M-V/def2-TZVPD" e_lumo_ev=-0.3 fmax_ev_per_a=0.8 energy_ev=-82820.9274 orbital_gap_ev=6.9447 mol_weight_g_mol=743.45 e_homo_ev=-7.3 total_charge=0
C -2.670075 1.082145 4.004210 0.018 0.032 0.011
S 1.792604 0.802517 2.340566 0.273 0.317 -0.402
H -3.435239 0.128017 -4.305664 0.003 0.001 -0.008
H -0.866600 4.865842 1.055391 -0.001 -0.067 0.046
C -1.896954 3.997729 -0.458261 0.108 0.035 0.196
H -3.323988 -2.344311 -3.610821 -0.004 0.006 -0.009
C 2.568842 -0.600358 3.004521 -0.018 -0.069 0.099
H -1.718126 -2.005354 -0.719694 0.046 0.008 0.013
N -0.907124 4.048362 0.465376 0.339 0.287 -0.046
C 4.585922 -1.687476 3.688522 -0.014 -0.019 -0.014
H 4.067185 -4.891166 4.120206 0.010 0.002 -0.022
N 0.239207 0.486406 2.157989 -0.010 0.299 0.128
N -1.933352 0.860985 2.864035 0.025 0.096 0.051
C 2.817380 -2.426132 -1.991291 -0.258 -0.192 -0.099
O 1.758980 -0.220234 -1.524212 0.052 -0.334 -0.511
H 0.560369 3.130495 1.412468 0.010 -0.126 -0.009
H 5.520352 -4.041839 4.190666 -0.019 -0.018 -0.026
H -3.415815 -1.784407 -1.181735 -0.009 0.028 -0.011
C -0.664706 0.750231 3.160026 -0.219 -0.264 -0.355
H -2.971066 5.191441 -1.673379 0.032 0.010 0.019
H -1.825503 -1.892658 -4.452882 0.002 0.001 0.004
N -0.683000 0.770986 -2.020079 -0.444 0.314 0.143
C 3.875752 -2.882162 3.879952 0.001 0.015 -0.009
H -2.636381 0.218508 -5.887071 0.008 0.014 -0.002
N -3.179935 2.704482 -1.843695 0.159 0.047 0.215
H -0.326539 1.632150 -2.408036 -0.114 0.027 -0.073
C -1.352845 0.066280 -2.896222 -0.099 -0.085 -0.078
N -2.282896 2.792908 -0.806408 -0.230 -0.045 -0.106
C 2.498906 -2.901860 3.648122 0.017 -0.005 0.004
H -0.511903 2.355535 -4.439516 -0.008 -0.004 -0.008
N -2.074154 -1.018660 -2.562256 0.129 0.000 0.090
N 4.522813 -4.016102 4.320452 0.021 -0.004 0.053
In 0.244689 0.395234 -0.151916 0.352 0.072 0.735
O 1.672546 -4.226599 0.909528 0.076 0.086 -0.058
C -2.261616 -2.125538 -3.487715 -0.019 -0.022 -0.037
C -2.427874 -1.322199 -1.185684 -0.127 0.062 0.061
H -0.939181 2.427378 1.621914 0.067 0.037 0.054
C 1.848689 -1.773416 3.197136 0.031 -0.018 -0.064
O 2.061097 1.969168 3.144981 0.017 -0.063 0.086
N -2.412716 5.181919 -0.834545 -0.053 0.009 0.071
H -2.882679 1.687909 -4.913655 -0.005 0.015 0.013
H 0.652004 1.001492 -4.288188 -0.001 0.000 -0.005
N -1.354465 0.411782 -4.228135 0.065 0.163 0.135
H 4.491411 0.363439 3.098310 -0.003 0.011 -0.006
C 3.118681 -3.483681 -0.928581 0.130 0.028 0.029
H -1.967152 6.030906 -0.536239 0.043 0.007 -0.055
O -3.209268 3.563632 -2.726669 -0.065 0.004 -0.181
C 1.308929 -2.141839 -0.245952 -0.311 -0.253 0.005
N -0.305840 2.865805 0.950918 -0.499 -0.010 -0.444
H 5.654157 -1.666247 3.864076 0.006 0.002 0.015
O 3.081082 -2.459454 -3.170781 0.346 0.189 0.110
C 1.958512 -3.403768 0.061273 -0.128 -0.208 0.059
C -0.310975 1.305896 -4.696434 0.049 -0.017 -0.035
H -2.334845 1.308740 6.157977 0.000 0.030 0.008
H -3.741165 1.188208 3.921732 -0.012 -0.001 0.003
H -0.257419 1.235025 -5.781696 -0.012 0.000 -0.002
H 1.946107 -3.823056 3.773393 -0.001 -0.011 -0.039
C -1.969776 1.152762 5.157503 -0.058 -0.052 0.000
H -2.500933 -0.403706 -0.604767 -0.035 0.046 -0.001
O -3.869530 1.714104 -1.851633 -0.021 -0.209 -0.090
O 4.101376 -4.170346 -0.849172 -0.137 -0.103 -0.070
H -1.766165 -3.013844 -3.088970 -0.024 -0.002 0.018
C -2.650470 0.619944 -4.872685 -0.003 -0.124 -0.071
S -0.290031 0.941507 4.837521 -0.012 -0.043 0.141
O 0.263655 -1.616673 0.361600 0.243 -0.354 -0.014
H 0.798789 -1.816879 2.943097 -0.006 -0.002 0.013
C 3.938810 -0.553729 3.254302 -0.021 0.040 0.056
C 1.965906 -1.468158 -1.268291 0.444 0.378 0.149
O 2.213533 0.931953 0.925133 -0.125 0.005 0.130

Entry 3:
86
Properties=species:S:1:pos:R:3:forces:R:3 method="wB97M-V/def2-TZVPD" e_lumo_ev="-6.6 / -5.1" fmax_ev_per_a=3.4 spin_multiplicity=7 energy_ev=-103652.8285 orbital_gap_ev="6.3036 / 7.8150" mol_weight_g_mol=822.65 e_homo_ev="-12.9 / -12.9" total_charge=+2
C 9.048449 14.891903 8.456407 0.770 -0.805 1.081
H 15.420579 9.182583 15.889534 -0.459 -0.248 0.210
C 10.635810 14.099585 10.119112 0.216 0.072 1.172
P 11.297348 11.424575 10.611051 -1.116 0.061 -0.725
H 10.352930 16.144422 9.641877 -0.459 0.029 0.038
C 13.397555 15.075544 10.583703 -0.091 -1.200 -0.997
H 15.684338 12.755627 15.149561 0.058 -0.539 0.320
C 7.037686 10.679728 14.345850 -0.256 0.100 0.437
H 7.044303 13.066612 17.472140 -0.569 0.253 -0.552
S 9.571788 9.839759 15.135375 0.563 -0.355 0.925
C 8.120354 10.821017 15.239091 -0.953 -1.091 -1.568
C 5.879889 11.404831 14.621965 0.739 0.455 -0.690
C 9.033012 14.023811 14.233186 1.631 0.951 1.143
H 13.250996 9.928973 15.165791 -1.675 -0.669 0.701
N 13.650717 12.010061 14.931069 0.171 -2.286 -0.640
H 14.473362 12.417436 12.314849 -0.897 -0.055 0.157
H 7.308332 8.529152 15.869586 -0.287 -0.653 -0.660
H 12.825001 14.417544 15.978766 -0.330 -0.238 0.343
H 12.093345 16.298212 12.863655 0.136 0.707 0.326
H 13.886671 12.472809 16.937052 -0.491 0.097 0.181
F 10.822804 15.660306 16.895453 -1.056 0.172 -0.012
C 14.818628 12.820930 14.497235 -0.502 -0.610 0.269
H 8.976958 11.591340 8.631988 0.224 -0.347 -0.045
H 4.984251 12.859938 15.888095 0.078 0.177 -0.144
H 13.551388 11.013900 9.774579 -0.335 -0.097 -0.226
H 9.681093 9.728827 11.313226 0.087 0.214 0.802
C 8.048184 11.641664 16.340208 0.564 0.152 -0.739
C 10.267455 12.767938 9.853952 0.497 0.612 0.061
C 15.229849 12.498043 13.092010 0.592 0.448 -0.876
Tb 11.657753 12.032341 13.417202 0.147 0.930 0.162
H 10.081764 5.390335 13.170025 0.335 -0.090 -0.199
H 6.796498 16.451494 14.897351 -0.196 0.188 0.126
C 14.063220 10.560299 14.979129 1.752 0.728 -1.484
H 15.860571 13.279359 12.652568 0.186 -0.095 0.465
C 8.585434 16.029163 16.055543 1.134 -0.465 -0.458
C 7.000621 12.486386 16.549805 -1.431 -0.749 -0.450
C 7.813680 7.833123 15.183171 0.350 0.403 1.261
H 15.773384 11.575688 13.048194 0.471 -0.466 -0.063
C 9.038855 8.198461 14.698722 0.017 1.349 -0.146
O 10.433210 10.262602 13.929666 0.236 0.325 -0.458
C 10.073961 14.221580 15.176883 -1.152 0.648 0.408
H 13.135734 15.490727 9.614826 -0.060 0.033 -0.236
C 10.400967 9.788172 10.511249 -0.332 1.138 0.102
C 9.329584 12.590438 8.843740 -0.072 -2.869 0.955
C 7.503326 6.515437 15.033539 -2.610 -2.144 0.589
C 9.482684 6.086235 13.722514 -0.529 -0.269 0.973
H 12.890642 12.478911 9.143665 -0.039 0.929 -0.106
C 12.174735 13.536626 16.152877 0.617 0.318 1.686
H 16.163125 10.643563 15.648456 -0.062 0.683 -0.031
H 14.137205 14.257056 10.407728 -0.506 0.764 0.385
N 11.195377 13.410750 15.109309 -1.003 0.173 -0.379
H 12.478025 11.427289 16.612444 0.272 0.484 -0.464
H 5.026909 11.353018 13.931431 0.322 -0.101 0.585
H 14.914817 10.525877 16.945391 0.401 -0.165 -0.109
H 8.064772 4.541918 14.307664 -0.104 0.841 -0.216
P 11.871942 14.569774 11.447677 -0.359 -1.593 -0.441
H 8.631878 15.702573 7.921957 -0.481 0.692 -0.437
H 10.848494 7.875743 13.710810 -0.505 -0.956 -0.208
F 9.367882 13.132639 13.276487 -0.062 -1.142 -1.167
C 12.631753 11.472861 9.375176 0.914 -1.054 1.042
H 11.104070 8.991502 10.651573 0.427 -0.462 -0.132
C 7.674373 15.847191 15.023274 0.503 -0.318 0.449
H 9.739801 9.616344 9.680811 0.358 0.035 -1.011
C 13.049231 12.308047 16.239900 0.664 0.465 0.311
C 9.975779 15.138982 9.478523 0.292 0.054 -1.297
H 6.548633 6.102179 15.474536 1.204 0.635 -0.404
H 11.367887 16.930483 11.344289 0.102 1.060 -0.656
C 9.901601 7.380288 13.997870 0.426 0.743 -0.439
H 13.769518 15.892136 11.152878 0.866 0.483 0.586
H 12.343445 10.980603 8.474351 -0.232 -0.411 -0.697
C 5.899106 12.322164 15.666466 -0.108 0.587 1.440
H 11.735282 13.612410 17.186229 0.232 0.249 -1.022
C 15.192693 10.246117 15.923615 0.197 -0.456 0.627
H 7.934086 13.403450 7.443175 -0.154 -0.450 -0.361
H 10.344502 16.050760 12.552613 1.137 0.381 -0.525
C 8.291036 5.622332 14.325571 1.037 0.029 -0.437
F 7.132774 14.659854 13.064252 0.012 -0.040 0.049
H 8.884555 11.649697 16.964857 1.167 0.090 1.168
H 14.542699 13.818448 14.606450 -0.717 1.925 -0.110
C 8.706907 13.564861 8.164161 -0.239 2.953 -0.176
C 11.366759 16.171973 12.075517 -1.718 -1.513 1.457
H 14.396738 10.229121 13.988068 -0.071 0.345 -0.187
F 8.406704 16.994755 16.955235 0.108 -0.300 -0.212
H 7.005126 9.965202 13.524639 0.398 0.169 0.161
C 9.794157 15.274649 16.088107 0.279 0.041 -0.247
C 7.955388 14.848403 14.107253 -0.665 -0.069 -0.316

Entry 4:
20
Properties=species:S:1:pos:R:3:forces:R:3 method="wB97M-V/def2-TZVPD" e_lumo_ev=-0.2 fmax_ev_per_a=3.9 energy_ev=-14687.6950 orbital_gap_ev=7.8293 smiles="C=C1C(C#N)=CC=C[C@H]1B(O)O" mol_weight_g_mol=160.97 e_homo_ev=-8.0 total_charge=0
H 2.368347 1.627777 2.634693 -1.347 -1.154 -1.373
H 0.226276 -2.979042 -1.421758 0.134 1.606 0.603
H -0.123263 -0.609092 1.980593 -0.112 0.439 -0.141
H -0.467127 -0.913798 -2.904667 0.102 -0.476 1.608
N -2.027403 1.831040 -2.844445 -0.615 0.595 -0.763
O 2.360384 0.294452 0.029903 2.773 0.980 -1.047
O 1.619355 1.084376 2.238819 1.744 2.202 2.288
C 0.190597 -0.397039 0.950964 -1.940 0.692 -0.565
H 3.274752 0.689382 0.016316 -1.546 -0.456 0.179
C 0.377689 -1.727729 0.315078 0.750 -0.059 0.150
H -1.710752 1.443860 1.852450 -0.377 0.017 0.582
H -2.584939 1.703005 0.207034 -0.327 0.308 0.179
C -1.868347 1.194492 0.826725 1.666 -0.771 -1.103
C -1.048756 0.187971 -1.195352 1.708 -2.995 -1.827
B 1.529172 0.494588 1.049563 -1.307 -1.736 0.025
C -1.648430 1.050405 -2.101202 -0.262 1.121 -0.053
C -0.443300 -0.905418 -1.769369 -0.960 1.653 -1.579
H 0.832043 -2.515701 0.910341 -0.155 0.042 0.003
C -0.982508 0.383656 0.194419 0.045 0.453 3.639
C 0.126209 -1.937186 -0.970105 0.025 -2.459 -0.805